Record 1
{
  "formula": "C3H8N2",
  "method": "ωB97M-V/def2-TZVPD",
  "species": ["C", "C", "N", "N", "C", "H", "H", "H", "H", "H", "H", "H", "H"],
  "xyz": [[-0.40344, -1.37156, -0.35542], [0.63148, 1.03741, -0.29758], [-0.90977, 1.22535, 0.43932], [1.65161, 0.61220, 0.51781], [-0.40449, 0.10611, -0.69443], [1.65443, -0.32449, 0.92105], [2.56845, 0.97264, 0.30475], [-0.99620, 0.75582, 1.33410], [-1.67076, 1.86266, 0.24304], [-0.95864, 0.37161, -1.59258], [-1.33529, -1.85058, -0.65439], [-0.25467, -1.54426, 0.71407], [0.42729, -1.85291, -0.87973]],
  "total_charge": 0,
  "multiplicity": 1,
  "gap_ev": 7.69,
  "total_energy_ev": -6217.3716,
  "homo_ha": -0.24758
}

Record 2
{
  "formula": "C32H40AsF22O8S4",
  "method": "ωB97M-V/def2-TZVPD",
  "species": ["As", "F", "F", "F", "F", "F", "F", "C", "C", "C", "F", "F", "F", "F", "O", "C", "C", "F", "F", "F", "F", "H", "H", "H", "H", "C", "C", "C", "F", "F", "F", "F", "O", "C", "C", "F", "F", "F", "F", "H", "H", "H", "H", "C", "S", "O", "C", "H", "H", "H", "H", "H", "H", "C", "S", "O", "C", "H", "H", "H", "H", "H", "H", "C", "S", "O", "C", "H", "H", "H", "H", "H", "H", "C", "S", "O", "C", "H", "H", "H", "H", "H", "H", "C", "C", "C", "C", "C", "C", "C", "O", "C", "C", "C", "C", "C", "C", "C", "O", "H", "H", "H", "H", "H", "H", "H", "H"],
  "xyz": [[-1.18607, -0.21226, 1.33261], [-2.05370, -1.67041, 0.67997], [0.45987, -1.09424, 1.11959], [-0.35615, 1.26892, 1.95781], [-2.73702, 0.62277, 1.38033], [-1.50952, -0.84069, 3.01917], [-0.89685, 0.41568, -0.35744], [-5.63193, 2.67305, -4.48954], [-6.02437, 3.26516, -3.18655], [-6.85319, 2.19609, -2.42228], [-8.12981, 2.40396, -2.64037], [-6.66392, 0.86659, -2.59338], [-4.95355, 3.60085, -2.56777], [-6.74142, 4.33030, -3.42237], [-4.77755, 3.44564, -5.39016], [-5.47179, 4.45964, -6.25452], [-5.69531, 3.94510, -7.67199], [-6.38303, 2.80273, -7.66974], [-6.16858, 4.77265, -8.52695], [-6.76841, 4.70469, -5.74753], [-4.63946, 5.47538, -6.11894], [-6.64630, 2.51559, -4.85611], [-5.16952, 1.70649, -4.28944], [-6.78121, 2.36656, -1.34810], [-4.77827, 3.59361, -8.14484], [-3.02207, -0.24204, 9.33339], [-4.42991, -0.98638, 9.31125], [-4.88560, -1.24341, 7.85373], [-3.96027, -1.86838, 7.12608], [-5.91749, -2.08020, 7.90912], [-4.17645, -2.13546, 9.85134], [-5.42157, -0.33072, 10.04799], [-3.07381, 1.08473, 8.59310], [-1.98778, 2.01298, 8.94397], [-1.62289, 2.96157, 7.76952], [-2.55840, 3.61958, 7.20718], [-0.70743, 3.81568, 8.22788], [-2.55664, 2.83901, 9.89071], [-0.85928, 1.44955, 9.36364], [-2.25398, -0.84308, 8.84668], [-2.68046, -0.16528, 10.36564], [-5.30764, -0.37184, 7.35338], [-1.06707, 2.50278, 6.95180], [-6.92453, -5.56762, 0.43689], [-6.84144, -7.34938, 0.93577], [-6.49371, -8.27821, -0.27454], [-5.32909, -7.48904, 1.95023], [-5.97182, -5.44389, -0.07803], [-7.11445, -4.95444, 1.31781], [-7.73583, -5.37841, -0.26603], [-5.19051, -8.57005, 1.96773], [-5.49516, -7.21065, 2.99092], [-4.47215, -7.16245, 1.36111], [-1.47213, -8.59265, -2.16797], [0.22820, -8.85262, -1.48811], [1.12885, -8.25822, -2.51142], [0.19883, -7.78490, 0.01405], [-2.22055, -9.38274, -2.22902], [-1.22518, -8.18034, -3.14630], [-1.97574, -7.79883, -1.61631], [-0.06856, -8.49264, 0.79873], [-0.45398, -6.91645, 0.10194], [1.24863, -7.65504, 0.27703], [2.65072, -2.74041, -4.54008], [1.52648, -2.43984, -5.87852], [2.30303, -2.95622, -7.06219], [0.18480, -3.62329, -5.66472], [3.65796, -2.60515, -4.93411], [2.59572, -3.75280, -4.13990], [2.47230, -2.09035, -3.68353], [-0.48023, -3.47518, -4.81390], [0.49183, -4.63340, -5.39361], [-0.39755, -3.78516, -6.57179], [3.73513, -1.02006, 5.83717], [3.88184, -2.33712, 7.21144], [3.49509, -1.78211, 8.56227], [2.42083, -3.31351, 6.64957], [2.72985, -0.63120, 5.99939], [3.65732, -1.48920, 4.85638], [4.62872, -0.39625, 5.81618], [1.75824, -2.79092, 5.95963], [1.87969, -3.64573, 7.53551], [2.78615, -4.22283, 6.17229], [10.97671, 6.82620, -5.84205], [10.12166, 7.91924, -5.72524], [8.98696, 7.99560, -4.87072], [8.58773, 6.90327, -4.22975], [9.49351, 5.79278, -4.07979], [10.58354, 5.71676, -5.02177], [9.10211, 4.60500, -3.18170], [9.92266, 3.67984, -3.10403], [7.61710, 4.47087, -2.70223], [7.18678, 3.33312, -1.98910], [5.81415, 3.25185, -1.74150], [5.04432, 4.37310, -1.80645], [5.46358, 5.54955, -2.39831], [6.80381, 5.65694, -2.83708], [7.24667, 6.89553, -3.58964], [6.46743, 7.82971, -3.68890], [11.82742, 6.66672, -6.48802], [10.34719, 8.62498, -6.51102], [8.40973, 8.88295, -5.08475], [11.33423, 4.94187, -5.07105], [7.87386, 2.54538, -1.71744], [5.34770, 2.40589, -1.25861], [3.99366, 4.24706, -1.59054], [4.69568, 6.30212, -2.50015]],
  "total_charge": -1,
  "multiplicity": 1,
  "gap_ev": 7.34,
  "total_energy_ev": -214173.8646,
  "homo_ha": -0.26339
}

Record 3
{
  "formula": "C3H8N3O",
  "method": "ωB97M-V/def2-TZVPD",
  "species": ["C", "C", "C", "N", "N", "N", "O", "H", "H", "H", "H", "H", "H", "H", "H"],
  "xyz": [[1.00573, 1.55643, 0.20640], [-0.37932, 1.29185, 0.59472], [0.42770, -0.16217, -0.93675], [1.40951, 0.71644, -0.71381], [-0.71992, 0.21097, -0.33485], [-1.79604, -0.59729, -0.25822], [0.86624, -1.66272, 0.41779], [1.72489, 2.32753, 0.52513], [-0.35843, 1.09945, 1.66390], [-1.10298, 2.04711, 0.30690], [0.48581, -0.98462, -1.61775], [-1.45148, -1.47918, -0.75397], [-2.72469, -0.18519, -0.35700], [1.84314, -1.53399, 0.66571], [0.76985, -2.64461, 0.59179]],
  "total_charge": 1,
  "multiplicity": 1,
  "gap_ev": [8.88, 8.88],
  "total_energy_ev": -9749.1710,
  "homo_ha": [-0.50439, -0.50441]
}